[1]
A cluster of 10 separate species, C72H160F4N10O8S4 in total at a distorted geometry. Source: the OMol25 dataset; level of theory: ωB97M-V with the def2-TZVPD basis set.

Cartesian coordinates (Å):
C (6.9104, -2.0686, -0.7926)
C (5.6599, -2.3486, 0.0486)
C (4.2352, -2.1881, -0.5181)
C (4.0217, -2.9229, -1.8351)
N (2.5440, -2.9713, -2.3957)
C (1.5915, -3.6563, -1.4213)
C (1.0179, -4.9036, -2.0213)
C (1.9488, -5.2187, -3.1381)
C (2.4992, -3.9189, -3.6606)
C (2.0064, -1.5189, -2.6808)
H (6.8813, -1.2183, -1.4739)
H (7.1087, -2.9125, -1.4534)
H (7.8521, -2.0246, -0.2455)
H (5.8184, -1.8628, 1.0113)
H (5.7797, -3.3918, 0.3410)
H (3.8958, -1.1529, -0.5527)
H (3.5799, -2.6632, 0.2121)
H (4.2663, -3.9840, -1.8832)
H (4.5165, -2.3818, -2.6416)
H (0.9282, -2.8328, -1.1568)
H (2.1399, -3.8471, -0.4988)
H (-0.0143, -4.6603, -2.2730)
H (0.8318, -5.7082, -1.3098)
H (1.4991, -5.7486, -3.9777)
H (2.7668, -5.8033, -2.7171)
H (1.7482, -3.3933, -4.2504)
H (3.4925, -3.7928, -4.0915)
H (2.1893, -0.8287, -1.8572)
H (0.9257, -1.5995, -2.7976)
H (2.5905, -1.0851, -3.4924)
C (-7.6795, -0.5307, 2.6097)
C (-6.6939, -1.6400, 2.2122)
C (-5.6341, -1.8018, 3.3424)
C (-4.4897, -0.6596, 3.2906)
N (-3.2801, -0.7625, 4.2808)
C (-3.7655, -0.5808, 5.6920)
C (-3.8027, 0.9136, 6.0148)
C (-2.6947, 1.5061, 5.2720)
C (-2.3881, 0.4584, 4.1892)
C (-2.6035, -2.0789, 3.9538)
H (-7.0917, 0.3312, 2.9253)
H (-8.3284, -0.9524, 3.3774)
H (-8.3416, -0.3595, 1.7609)
H (-6.3098, -1.4954, 1.2024)
H (-7.2135, -2.5837, 2.0465)
H (-5.1802, -2.7680, 3.1221)
H (-6.1524, -1.8640, 4.2992)
H (-4.8945, 0.3380, 3.4611)
H (-4.0089, -0.6826, 2.3126)
H (-2.9262, -1.0249, 6.2272)
H (-4.6107, -1.2136, 5.9629)
H (-3.8151, 1.2172, 7.0616)
H (-4.7419, 1.2526, 5.5777)
H (-1.9236, 1.7086, 6.0153)
H (-2.9660, 2.4827, 4.8709)
H (-1.4079, 0.0375, 4.4132)
H (-2.4053, 0.8109, 3.1579)
H (-1.7375, -2.2176, 4.6011)
H (-2.3138, -2.0693, 2.9030)
H (-3.2513, -2.9419, 4.1077)
C (-0.6497, -5.9492, 2.8843)
C (-0.2817, -5.1621, 1.6026)
C (-1.4511, -4.6949, 0.7901)
C (-2.4121, -5.8747, 0.2766)
N (-3.5317, -5.3715, -0.6528)
C (-4.6284, -4.5836, 0.1596)
C (-5.9460, -4.7531, -0.5768)
C (-5.7062, -5.9083, -1.5139)
C (-4.4102, -6.5536, -1.1174)
C (-2.9989, -4.4616, -1.8689)
H (-1.1384, -6.8836, 2.6083)
H (-1.2220, -5.4009, 3.6326)
H (0.3481, -6.1275, 3.2851)
H (0.3666, -5.8043, 1.0065)
H (0.3279, -4.3107, 1.9052)
H (-1.0380, -4.2494, -0.1150)
H (-2.0527, -3.9514, 1.3130)
H (-2.8326, -6.4501, 1.1013)
H (-1.7804, -6.6131, -0.2173)
H (-4.2694, -3.5567, 0.2284)
H (-4.6551, -5.0105, 1.1622)
H (-6.2341, -3.8038, -1.0283)
H (-6.7376, -4.8891, 0.1601)
H (-5.6653, -5.5793, -2.5523)
H (-6.5154, -6.6380, -1.4829)
H (-3.9352, -6.9903, -1.9959)
H (-4.5052, -7.3354, -0.3638)
H (-3.9341, -4.3137, -2.4087)
H (-2.3552, -5.0946, -2.4797)
H (-2.5296, -3.5225, -1.5758)
C (6.0541, 6.3699, 7.7589)
C (4.5752, 5.8559, 7.7789)
C (4.0619, 5.3955, 6.3748)
C (2.6047, 4.9491, 6.5243)
N (1.8897, 4.4685, 5.1988)
C (0.7572, 3.3738, 5.4997)
C (1.0187, 2.1748, 4.5140)
C (2.0361, 2.6972, 3.5490)
C (2.9076, 3.7223, 4.2406)
C (1.2685, 5.6384, 4.3597)
H (6.0731, 7.3252, 7.2343)
H (6.7730, 5.7068, 7.2778)
H (6.4506, 6.7764, 8.6893)
H (3.9712, 6.6320, 8.2489)
H (4.4848, 4.9596, 8.3926)
H (4.6152, 4.4840, 6.1487)
H (4.1067, 6.1487, 5.5881)
H (1.9146, 5.6373, 7.0124)
H (2.6061, 4.0350, 7.1180)
H (-0.1624, 3.9151, 5.2773)
H (0.7956, 2.9947, 6.5210)
H (0.1066, 1.9352, 3.9674)
H (1.3484, 1.2172, 4.9172)
H (1.4902, 2.9253, 2.6336)
H (2.7272, 1.9059, 3.2584)
H (3.5958, 4.4326, 3.7824)
H (3.5521, 3.1192, 4.8801)
H (0.8135, 5.2849, 3.4345)
H (1.9226, 6.4707, 4.0999)
H (0.4475, 6.0180, 4.9680)
C (-0.7839, -2.4071, -5.0552)
C (-1.2370, -3.4950, -6.0556)
C (-0.2093, -4.0435, -7.0737)
C (0.0927, -2.9068, -8.1567)
N (0.7740, -3.4498, -9.4257)
C (1.0247, -2.2733, -10.4741)
C (0.8916, -2.9754, -11.8456)
C (-0.2054, -4.0212, -11.6441)
C (-0.1448, -4.4592, -10.1940)
C (2.1595, -4.0835, -9.0871)
H (-0.2322, -2.8050, -4.2035)
H (-1.6333, -1.8950, -4.6033)
H (-0.1854, -1.5836, -5.4447)
H (-2.0706, -3.0239, -6.5764)
H (-1.6844, -4.3327, -5.5206)
H (-0.7230, -4.7831, -7.6879)
H (0.6478, -4.5697, -6.6534)
H (0.8844, -2.2865, -7.7365)
H (-0.8144, -2.3777, -8.4490)
H (1.9376, -1.6959, -10.3279)
H (0.1816, -1.5836, -10.4334)
H (1.8131, -3.5239, -12.0410)
H (0.6851, -2.4221, -12.7618)
H (-0.1040, -4.9103, -12.2665)
H (-1.1277, -3.4678, -11.8205)
H (0.0549, -5.5163, -10.0188)
H (-1.1333, -4.2781, -9.7720)
H (2.6696, -4.3500, -10.0128)
H (2.0064, -4.9988, -8.5153)
H (2.8208, -3.4491, -8.4970)
C (5.5532, 0.4545, 7.7420)
C (5.2048, 1.0751, 6.3354)
C (4.4741, 0.2515, 5.1955)
C (5.2434, -1.0429, 4.7868)
N (4.3656, -2.3482, 4.7840)
C (5.1279, -3.5626, 4.1590)
C (4.0628, -4.5633, 3.7168)
C (2.8654, -3.6725, 3.3621)
C (3.2219, -2.1906, 3.7669)
C (3.8257, -2.7506, 6.2141)
H (6.1728, 1.0648, 8.3990)
H (6.1034, -0.4669, 7.5510)
H (4.7289, 0.1032, 8.3628)
H (6.0061, 1.6283, 5.8455)
H (4.5415, 1.9273, 6.4835)
H (4.2647, 0.9830, 4.4151)
H (3.5384, 0.0233, 5.7061)
H (6.0079, -1.3748, 5.4892)
H (5.6785, -0.9572, 3.7911)
H (5.8158, -3.8852, 4.9406)
H (5.7563, -3.1548, 3.3672)
H (3.8850, -5.2141, 4.5729)
H (4.4478, -5.0997, 2.8496)
H (2.0111, -4.0347, 3.9340)
H (2.5896, -3.5989, 2.3102)
H (2.4585, -1.6042, 4.2782)
H (3.5714, -1.6006, 2.9197)
H (3.5428, -3.8031, 6.2288)
H (3.1366, -1.9429, 6.4607)
H (4.6715, -2.6058, 6.8862)
C (-2.1970, 3.7044, 2.3324)
C (-2.4635, 4.6627, 1.1301)
C (-1.4743, 5.8395, 0.9444)
C (-1.8146, 6.7863, -0.1426)
N (-0.7544, 7.9003, -0.4357)
C (0.7395, 7.5335, -0.3180)
C (1.2107, 7.9241, 1.1223)
C (0.2171, 8.9067, 1.6298)
C (-0.8908, 9.0181, 0.6000)
C (-1.1120, 8.4153, -1.7897)
H (-2.0398, 4.2570, 3.2587)
H (-1.2078, 3.2598, 2.2236)
H (-2.9643, 2.9536, 2.5213)
H (-3.4549, 5.0878, 1.2868)
H (-2.3428, 4.1029, 0.2027)
H (-0.4682, 5.4874, 0.7165)
H (-1.3103, 6.3532, 1.8916)
H (-2.7819, 7.2730, -0.0180)
H (-1.7727, 6.1937, -1.0566)
H (1.3053, 7.9998, -1.1245)
H (0.8780, 6.4828, -0.5728)
H (2.2720, 8.1634, 1.1895)
H (1.2833, 7.0061, 1.7055)
H (0.5247, 9.9512, 1.6782)
H (-0.1757, 8.5771, 2.5917)
H (-0.7456, 9.9280, 0.0177)
H (-1.8742, 9.0282, 1.0702)
H (-0.3296, 9.0560, -2.1965)
H (-2.1063, 8.8614, -1.8060)
H (-1.1385, 7.4962, -2.3750)
C (-3.1973, 0.8100, -7.3426)
C (-2.8097, 0.9188, -5.8664)
C (-1.6574, 1.8317, -5.5171)
C (-1.2082, 1.8360, -3.9455)
N (-0.0996, 2.8141, -3.5180)
C (1.1532, 2.8123, -4.4897)
C (2.4229, 2.8157, -3.6203)
C (1.9698, 3.0712, -2.1809)
C (0.5407, 2.3745, -2.1640)
C (-0.6713, 4.2315, -3.4246)
H (-3.3592, 1.7765, -7.8199)
H (-4.1070, 0.2247, -7.4762)
H (-2.4433, 0.2813, -7.9258)
H (-2.7491, -0.0519, -5.3743)
H (-3.6760, 1.3021, -5.3274)
H (-2.0251, 2.8167, -5.8046)
H (-0.7850, 1.6558, -6.1465)
H (-0.7632, 0.8740, -3.6915)
H (-2.0326, 1.9428, -3.2404)
H (1.1451, 3.6882, -5.1385)
H (1.1105, 1.9255, -5.1221)
H (3.1752, 3.4821, -4.0424)
H (2.7415, 1.7744, -3.6677)
H (1.9959, 4.1347, -1.9432)
H (2.6395, 2.5460, -1.4998)
H (-0.1571, 2.7780, -1.4303)
H (0.4618, 1.2903, -2.0850)
H (-1.4097, 4.1034, -2.6331)
H (-1.2103, 4.4425, -4.3483)
H (0.1602, 4.9141, -3.2494)
N (-5.8302, 2.3668, -2.6891)
S (-5.0444, 1.6230, -1.7629)
O (-4.2443, 0.4846, -2.2313)
O (-5.4119, 1.6384, -0.3463)
F (-3.8501, 2.7112, -1.7599)
S (-7.0138, 1.2207, -2.6406)
O (-8.0189, 1.4709, -1.6153)
O (-6.7270, -0.1867, -3.0208)
F (-7.7295, 1.7636, -3.9967)
N (0.2679, -0.5771, -0.3111)
S (0.3572, -0.3953, 1.1312)
O (0.0756, -1.5642, 1.9387)
O (-0.0654, 0.8897, 1.6762)
F (1.9882, -0.3085, 1.2584)
S (-1.4266, -0.3939, -0.4202)
O (-1.8186, 0.9952, -0.6856)
O (-2.3286, -1.2427, 0.3872)
F (-1.5849, -1.1441, -1.8082)

HOMO	-17.88	eV
strongest force on any atom	0.2672	Eh/bohr
frontier orbital gap	7.66	eV
net charge	+6

Results of the Mulliken charge analysis, in e, for atoms 1 through 8: atom 1 (C): -1.598, atom 2 (C): -0.661, atom 3 (C): 1.182, atom 4 (C): -0.955, atom 5 (N): 0.595, atom 6 (C): 0.930, atom 7 (C): 0.040, atom 8 (C): -0.968

[2]
A cluster of 3 separate species, C12H28O5PS2 in total at a distorted geometry. Source: the OMol25 dataset; level of theory: ωB97M-V with the def2-TZVPD basis set.

Cartesian coordinates (Å):
C (-1.6795, 2.9298, -0.3269)
C (-0.3880, 2.1343, -0.5184)
O (-0.6702, 0.9733, -1.2907)
C (0.4639, 0.2157, -1.6300)
C (0.0683, -1.2422, -1.5860)
S (-0.6905, -1.6221, 0.0179)
P (0.3383, -3.2472, 1.0148)
O (1.2571, -2.6002, 2.1230)
O (1.2494, -3.8168, -0.1424)
S (-0.9585, -4.4284, 1.7324)
H (-2.4887, 2.3770, -0.7928)
H (-1.6099, 3.9220, -0.7537)
H (-1.9036, 3.0332, 0.7293)
H (0.3669, 2.7516, -1.0043)
H (0.0166, 1.8607, 0.4610)
H (0.7363, 0.4127, -2.6698)
H (1.3485, 0.4360, -1.0326)
H (0.9040, -1.8891, -1.8312)
H (-0.7255, -1.4057, -2.3090)
H (-0.4025, -0.5613, 0.7931)
H (2.1098, -2.3029, 1.7649)
H (1.2873, -4.7764, 0.0175)
C (-4.2199, -1.7016, 2.0773)
C (-5.5814, -1.5605, 2.7559)
C (-5.8337, -0.0629, 2.6316)
O (-5.1875, 0.3526, 1.4218)
C (-4.3410, -0.6838, 0.9479)
H (-4.0064, -2.7086, 1.7201)
H (-3.4256, -1.4102, 2.7708)
H (-6.3355, -2.1191, 2.1988)
H (-5.5959, -1.9061, 3.7874)
H (-5.3923, 0.4861, 3.4693)
H (-6.8914, 0.1888, 2.5732)
H (-4.7980, -1.1315, 0.0578)
H (-3.3785, -0.2479, 0.6579)
C (6.0220, 1.0854, -1.1459)
C (5.5250, 2.4738, -1.5447)
C (4.3177, 2.1354, -2.4068)
O (3.7796, 0.9093, -1.8833)
C (4.7135, 0.3305, -0.9646)
H (6.6382, 1.0802, -0.2493)
H (6.6008, 0.6456, -1.9597)
H (5.2141, 3.0301, -0.6580)
H (6.2652, 3.0680, -2.0755)
H (4.6056, 1.9696, -3.4485)
H (3.5449, 2.9038, -2.3798)
H (4.3255, 0.4555, 0.0547)
H (4.8057, -0.7366, -1.1743)

HOMO	-11.66	eV
strongest force on any atom	0.0460	Eh/bohr
frontier orbital gap	8.18	eV
net charge	+1
energy relative to the best compared isomer or geometry (same formula, charge and spin)	0.0	kcal/mol

Results of the Mulliken charge analysis, in e, for atoms 1 through 8: atom 1 (C): -1.227, atom 2 (C): 0.019, atom 3 (O): -0.399, atom 4 (C): -0.717, atom 5 (C): -0.619, atom 6 (S): 0.186, atom 7 (P): 0.613, atom 8 (O): -0.427